Here is a gas-phase ion, C4H6BrF3N3 (charge +1) at a distorted geometry from the OMol25 dataset. Energies are from ωB97M-V with the def2-TZVPD basis set.

Kohn-Sham gap in eV: 10.193
Energy above the lowest of the compared OMol25 structures with the same formula, charge and spin in kcal/mol: 0.0
Net charge: +1

```
17
C4H6BrF3N3, DFT ωB97M-V with the def2-TZVPD basis set
F 0.0717 2.4021 1.7780
C -0.7910 2.3270 0.7706
F -1.1173 3.5132 0.3535
F -1.8651 1.6755 1.2018
N -0.1890 1.6092 -0.3390
C 0.2520 0.3701 -0.2536
N 0.7563 -0.2794 -1.4044
C 0.2772 -1.6779 -1.1788
C 0.0916 -1.8178 0.3654
Br 1.3009 -3.0266 1.2295
N 0.2632 -0.4219 0.8139
H -0.1016 2.0732 -1.2372
H 1.7625 -0.3108 -1.2098
H -0.7116 -1.7934 -1.6269
H 0.9755 -2.3899 -1.6153
H -0.9228 -2.1185 0.6196
H -0.0525 -0.1339 1.7326
```

Here is a single C4H6BrFO molecule at a distorted geometry from the OMol25 dataset. Energies are from ωB97M-V with the def2-TZVPD basis set.

Kohn-Sham gap in eV: 10.081
Energy above the lowest of the compared OMol25 structures with the same formula, charge and spin in kcal/mol: 17.8

```
13
C4H6BrFO, DFT ωB97M-V with the def2-TZVPD basis set
C -0.5481 0.4352 0.4923
C -0.1017 0.3760 1.9283
C 0.2191 0.1004 -1.8983
C 0.2972 -0.4834 -0.4439
O -1.5121 1.0176 0.0642
F 1.6096 -0.8069 -0.0442
Br -0.6121 -2.3411 -0.2912
H -0.1771 -0.7255 2.2484
H -0.6843 1.2342 2.5034
H 0.8660 0.5670 1.9809
H 0.7817 -0.6132 -2.6249
H 0.8095 1.1139 -1.8669
H -0.9476 0.1258 -2.0481
```

Here is a molecular structure, C4H6BrIO at a distorted geometry from the OMol25 dataset. Energies are from ωB97M-V with the def2-TZVPD basis set.

Kohn-Sham gap (alpha / beta) in eV: 6.082 / 5.845
Energy above the lowest of the compared OMol25 structures with the same formula, charge and spin in kcal/mol: 59.4
Spin multiplicity: 3
⟨S²⟩: 2.01

```
13
C4H6BrIO, DFT ωB97M-V with the def2-TZVPD basis set
C -1.3501 0.1210 -0.9712
C -0.3246 -0.2283 -0.2512
C 1.8573 -0.0919 0.6986
C -3.1439 -0.4991 -0.6906
O 0.9663 0.3967 -0.3647
Br -3.1571 -2.0525 0.2918
I -4.0200 1.2336 0.1034
H -1.2995 1.0255 -1.6348
H -0.1623 -1.0934 0.3679
H 1.3433 -0.0135 1.6534
H 2.7777 0.4938 0.7747
H 2.3281 -1.1356 0.4769
H -3.5235 -0.5626 -1.6186
```

Here is a gas-phase ion, C4H6BrN2O2S (charge +1) at a distorted geometry from the OMol25 dataset. Energies are from ωB97M-V with the def2-TZVPD basis set.

Kohn-Sham gap in eV: 9.341
Energy above the lowest of the compared OMol25 structures with the same formula, charge and spin in kcal/mol: 3.4
Net charge: +1

```
16
C4H6BrN2O2S, DFT ωB97M-V with the def2-TZVPD basis set
C -2.9385 -0.0273 0.1451
C -0.6535 0.3277 -0.1363
C -2.5636 -1.4615 0.4157
C 1.6814 0.8914 -0.0322
N -2.1273 0.8868 -0.1445
N 0.2503 1.1754 -0.0388
O -0.6656 -1.9768 -1.4638
O 0.1183 -1.9652 0.8015
S -0.8091 -1.4994 -0.1513
Br -4.7705 0.4428 0.1149
H -2.3542 -1.4721 1.4881
H -3.1381 -2.0666 -0.2288
H 2.0864 0.7829 -1.1935
H 1.8887 -0.1948 0.3358
H 2.1246 1.7874 0.5072
H -0.1138 2.1695 0.2274
```

Here is a single C4H6BrN3O2 molecule at a distorted geometry from the OMol25 dataset. Energies are from ωB97M-V with the def2-TZVPD basis set.

Kohn-Sham gap in eV: 8.836
Energy above the lowest of the compared OMol25 structures with the same formula, charge and spin in kcal/mol: 94.4

```
16
C4H6BrN3O2, DFT ωB97M-V with the def2-TZVPD basis set
C -2.1808 -0.2939 1.2330
C 0.0884 -0.1320 0.6225
C -1.1393 -1.7656 -0.0887
C 0.4034 0.6386 -0.6177
N -2.3056 -1.2774 0.4520
N -0.9750 0.3506 1.4126
N -0.6042 -2.9036 0.5948
O 0.1459 -3.6269 -0.0284
O -0.8684 -3.0112 1.7773
Br -3.6348 0.3667 2.1910
H 0.9209 -0.5540 1.1668
H -1.0015 -1.7789 -1.1606
H -0.5011 0.8679 -1.1748
H 1.0904 0.0775 -1.2449
H 0.8806 1.5860 -0.3666
H -0.7811 0.6209 2.3689
```

Here is 2 unconnected molecules or ions with the total composition C4H6BrNO at a distorted geometry from the OMol25 dataset. Energies are from ωB97M-V with the def2-TZVPD basis set.

Kohn-Sham gap in eV: 9.430
Energy above the lowest of the compared OMol25 structures with the same formula, charge and spin in kcal/mol: 57.9

```
13
C4H6BrNO, DFT ωB97M-V with the def2-TZVPD basis set
C -0.8145 -1.6916 -0.4571
C 1.2244 0.7808 -0.4844
C -0.8016 -0.9304 0.7851
C -0.3545 0.7824 -0.3798
N -0.8650 -2.1597 -1.5047
O 0.1864 -1.2016 1.6176
Br -1.1214 2.2667 0.5434
H 1.6757 0.9096 0.5027
H 1.4151 -0.1581 -0.9962
H 1.4927 1.5742 -1.2238
H -1.6688 -0.3653 0.9803
H -0.8639 0.6092 -1.4381
H 0.4954 -0.4163 2.0550
```

Here is a molecular structure, C4H6BrNO2 at a distorted geometry from the OMol25 dataset. Energies are from ωB97M-V with the def2-TZVPD basis set.

Kohn-Sham gap in eV: 10.505
Energy above the lowest of the compared OMol25 structures with the same formula, charge and spin in kcal/mol: 56.8

```
14
C4H6BrNO2, DFT ωB97M-V with the def2-TZVPD basis set
C 1.6010 -1.0759 0.7313
C -0.3920 1.1719 -0.1796
C 0.5404 -1.4011 -0.2161
C -0.7561 -0.1903 0.4817
N 2.4147 -0.7058 1.4347
O -0.4839 2.1905 0.8035
O 0.7454 -0.9682 -1.4648
Br -2.4588 -0.9233 -0.0450
H -0.9737 1.3373 -1.0503
H 0.6901 1.1279 -0.4113
H 0.1559 -2.4878 -0.1220
H -0.7484 -0.1540 1.5478
H -0.2503 3.0101 0.3603
H -0.0843 -0.9314 -1.8701
```

Here is a single C4H6BrNO4 molecule at a distorted geometry from the OMol25 dataset. Energies are from ωB97M-V with the def2-TZVPD basis set.

Kohn-Sham gap in eV: 10.031
Energy above the lowest of the compared OMol25 structures with the same formula, charge and spin in kcal/mol: 128.9

```
16
C4H6BrNO4, DFT ωB97M-V with the def2-TZVPD basis set
C -1.1566 0.7255 -0.4231
C -0.2071 -0.3688 -1.0033
C -1.3843 0.6388 1.0325
C 1.0462 -0.2149 -0.0975
N 2.0035 -1.3598 -0.1685
O 1.7076 -2.2255 -0.9291
O 2.9114 -1.3714 0.6348
O -0.0719 0.8312 1.6480
O 0.7945 -0.1833 1.4237
Br 2.0054 1.4980 -0.4497
H -0.7687 1.6748 -0.7348
H -2.1576 0.6553 -0.8702
H -0.5936 -1.4263 -0.8890
H -0.0356 -0.1800 -2.0637
H -2.0383 1.4770 1.4296
H -2.0549 -0.1704 1.4605
```

Here is a single C4H6BrNS molecule at a distorted geometry from the OMol25 dataset. Energies are from ωB97M-V with the def2-TZVPD basis set.

Kohn-Sham gap in eV: 9.039
Energy above the lowest of the compared OMol25 structures with the same formula, charge and spin in kcal/mol: 22.5

```
13
C4H6BrNS, DFT ωB97M-V with the def2-TZVPD basis set
C -0.3346 0.2828 -0.2201
C 1.0460 -0.1313 1.6870
C 1.3913 -1.2028 2.4001
C -0.4142 0.1665 -1.7031
N 0.6277 -0.2319 0.3927
S -1.6991 1.1729 0.5184
Br 2.1630 -1.0561 4.1071
H -1.3146 0.9708 1.7813
H 1.2146 0.8712 2.0747
H 1.2233 -2.2152 2.0728
H -1.4348 -0.0383 -2.0114
H 0.2513 -0.6259 -2.0356
H -0.1007 1.1048 -2.1597
```

Here is a single C4H6BrNS molecule at a distorted geometry from the OMol25 dataset. Energies are from ωB97M-V with the def2-TZVPD basis set.

Kohn-Sham gap in eV: 8.893
Energy above the lowest of the compared OMol25 structures with the same formula, charge and spin in kcal/mol: 102.4

```
13
C4H6BrNS, DFT ωB97M-V with the def2-TZVPD basis set
C 0.2471 -0.2490 -1.7149
C 1.3272 -0.5707 1.5967
C -0.9528 0.7255 0.7927
C -0.9943 -0.1005 -2.0847
N 1.1547 0.0232 -0.9796
S 0.6743 0.8626 0.6241
Br -1.3622 1.2369 -3.3771
H 2.3552 -0.4786 1.3363
H 0.9542 -1.5302 1.3534
H 1.2454 -0.3888 2.6072
H -1.2328 -0.2011 1.0889
H -1.6366 1.6212 0.9474
H -1.7792 -0.9502 -2.1905
```

Here is 2 unconnected molecules or ions with the total composition C4H6BrP from the OMol25 dataset. Energies are from ωB97M-V with the def2-TZVPD basis set.

Kohn-Sham gap (alpha / beta) in eV: 8.267 / 6.126
Energy above the lowest of the compared OMol25 structures with the same formula, charge and spin in kcal/mol: 0.0
Spin multiplicity: 3
⟨S²⟩: 2.02

```
12
C4H6BrP, DFT ωB97M-V with the def2-TZVPD basis set
C 0.1117 1.1638 -0.0775
C 1.3525 1.1178 0.4316
C -0.6114 -0.1268 -0.1875
C 0.3588 -1.2514 0.1891
P 1.9150 -0.5092 0.8641
Br 0.5228 -0.2360 3.8901
H -0.3792 2.0781 -0.3757
H 1.9664 1.9877 0.5989
H -1.4586 -0.1064 0.5054
H -1.0242 -0.2617 -1.1896
H -0.0638 -1.9304 0.9322
H 0.6259 -1.8613 -0.6801
```

Here is a molecular structure, C4H6CaLiO2 at a distorted geometry from the OMol25 dataset. Energies are from ωB97M-V with the def2-TZVPD basis set.

Kohn-Sham gap in eV: 6.807
Energy above the lowest of the compared OMol25 structures with the same formula, charge and spin in kcal/mol: 0.0
Net charge: +1

```
14
C4H6CaLiO2, DFT ωB97M-V with the def2-TZVPD basis set
O 0.3350 -1.9760 -0.7842
C 0.0680 -1.6039 0.4295
C 0.9738 -0.6357 1.0418
Ca -1.8151 -1.6774 -0.6690
Li 1.1932 -0.5011 -1.7232
H 2.0103 -0.7005 0.6655
H 0.9883 -0.6412 2.1380
C -0.2381 0.9541 -0.8645
C 0.2485 0.8663 0.5442
O -1.6123 0.3717 -0.9812
H -0.3329 1.9983 -1.1899
H 1.0266 1.6235 0.7138
H -0.5648 0.9668 1.2832
H -2.2807 0.9553 -0.6039
```